[1]
{"formula": "C12H43N8O13", "method": "ωB97M-V/def2-TZVPD", "elements": ["C", "C", "O", "H", "H", "H", "H", "H", "C", "C", "O", "O", "H", "H", "H", "H", "H", "H", "C", "C", "O", "O", "H", "H", "H", "H", "H", "H", "C", "C", "O", "O", "H", "H", "H", "H", "H", "H", "C", "O", "N", "N", "H", "H", "H", "H", "C", "O", "N", "N", "H", "H", "H", "H", "C", "O", "N", "N", "H", "H", "H", "H", "C", "O", "N", "N", "H", "H", "H", "H", "O", "H", "H", "O", "H", "H"], "coordinates": [[13.20311, 2.85715, 31.72726], [13.39781, 1.32247, 31.70876], [12.73096, 0.75048, 30.65359], [12.18060, 3.19792, 31.88990], [13.51642, 3.42423, 30.85070], [13.76645, 3.36136, 32.51244], [13.03456, 0.78823, 32.58668], [14.47234, 1.21594, 31.55990], [15.11403, -2.19847, 30.92081], [15.29811, -2.12658, 29.47151], [15.07876, -0.80019, 29.02261], [13.76734, -1.94567, 31.29297], [15.70922, -1.34275, 31.23952], [15.52849, -3.10434, 31.36320], [14.53192, -2.77532, 29.04702], [16.24591, -2.49564, 29.07964], [14.33833, -0.43558, 29.51295], [13.65187, -1.01326, 31.09581], [16.65231, 3.79812, 32.54348], [16.13177, 4.88504, 33.54319], [17.27076, 5.14876, 34.37544], [16.81166, 2.47004, 32.93934], [17.55664, 4.05779, 31.99316], [15.92755, 3.74789, 31.73088], [15.37101, 4.48504, 34.21353], [15.84777, 5.74261, 32.93326], [17.37984, 4.37467, 34.93267], [17.18728, 1.97094, 32.21036], [14.79212, -1.40604, 34.39049], [15.33157, -0.83747, 35.76447], [16.56429, -0.21638, 35.45088], [15.51131, -2.60687, 34.11602], [14.80828, -0.77331, 33.50308], [13.80324, -1.78011, 34.65563], [15.57107, -1.60375, 36.50173], [14.64411, -0.16433, 36.27668], [16.49262, 0.53598, 34.85892], [15.15404, -3.30196, 34.67353], [14.46723, 2.66702, 27.71888], [14.93247, 3.25161, 26.70800], [13.31242, 2.21207, 27.84536], [15.17216, 2.38388, 28.80729], [12.91229, 1.97665, 28.74234], [12.77370, 2.26780, 26.99285], [16.15951, 2.58760, 28.74627], [14.83591, 1.92147, 29.63988], [9.09167, 0.98243, 31.34341], [7.88865, 0.84097, 31.37601], [9.85276, 0.06384, 30.78877], [9.75755, 2.05571, 31.71326], [10.86213, 0.07256, 30.82306], [9.30455, -0.62527, 30.29411], [9.28053, 2.85847, 32.09814], [10.73645, 2.19179, 31.50509], [11.18524, -0.52278, 35.72507], [12.20592, -0.14925, 36.27094], [11.05075, -0.44821, 34.46786], [10.09523, -0.92201, 36.23220], [11.82210, -0.02908, 33.96840], [10.21398, -0.90079, 34.12864], [9.32783, -1.23035, 35.65242], [10.00547, -0.88909, 37.23767], [16.14467, 6.41524, 29.77437], [15.15047, 6.94071, 30.22225], [17.19848, 7.06293, 29.49199], [16.11752, 5.14732, 29.44657], [17.25736, 8.03509, 29.75946], [18.02643, 6.62913, 29.10932], [16.96111, 4.62666, 29.25327], [15.27454, 4.59612, 29.37136], [10.35711, 1.34550, 28.04382], [9.64265, 1.91936, 27.76730], [10.65721, 1.71828, 28.87280], [10.78539, 5.38552, 31.16391], [11.74145, 5.42634, 31.14170], [10.54624, 5.80807, 31.98883]], "e_above_lowest_kcal_mol": 35.66, "charge": -1, "e_tot_ev": -51680.7567, "homo_lumo_gap_ev": 7.994}

[2]
{"formula": "C2H8N2O2", "method": "ωB97M-V/def2-TZVPD", "elements": ["C", "N", "O", "H", "H", "H", "N", "C", "O", "H", "H", "H", "H", "H"], "coordinates": [[-1.23543, 0.91799, -0.72460], [-2.20504, 1.91136, -1.02992], [-1.41297, -0.24567, -0.76258], [-0.27737, 1.37924, -0.37068], [-2.26213, 2.54558, -0.22081], [-1.83744, 2.56472, -1.73302], [2.40165, -1.56736, 0.23745], [1.13112, -1.28216, 0.85304], [1.00735, 0.09845, 1.15111], [2.56166, -0.86795, -0.48842], [3.13803, -1.33592, 0.90998], [0.32762, -1.57572, 0.15192], [0.98426, -1.92888, 1.72390], [0.37428, 0.16858, 1.89087]], "e_above_lowest_kcal_mol": 59.32, "charge": 1, "spin_multiplicity": 2, "e_tot_ev": -9268.0368, "homo_lumo_gap_ev": [10.917, 4.217]}

[3]
{"formula": "C20H43MnN2OP3S", "method": "ωB97M-V/def2-TZVPD", "elements": ["Mn", "P", "P", "P", "H", "C", "C", "H", "C", "C", "C", "C", "C", "C", "C", "C", "C", "H", "H", "H", "H", "H", "H", "H", "H", "H", "H", "H", "H", "H", "H", "H", "H", "H", "H", "H", "H", "H", "H", "H", "H", "H", "H", "H", "H", "H", "C", "C", "C", "C", "C", "C", "O", "H", "H", "H", "H", "H", "H", "S", "C", "N", "C", "C", "N", "H", "H", "H", "H", "H", "H"], "coordinates": [[0.36757, 0.33058, -0.07664], [-2.15992, -0.54931, 0.91522], [1.31775, -1.63821, 1.27578], [-0.90044, 1.12901, -2.07766], [6.80933, -3.34626, -5.65568], [6.70603, -2.36349, -6.13825], [7.45125, -1.31332, -5.75265], [8.19387, -1.40464, -4.94782], [-2.93709, -2.00268, 0.13533], [-2.05566, -0.92730, 2.67759], [-3.38430, 0.77235, 0.82240], [3.11739, -1.73730, 1.01346], [1.24840, -1.41143, 3.09098], [0.73236, -3.34648, 0.95307], [0.25391, 1.80153, -3.31465], [-2.03093, 2.54318, -1.82230], [-1.85379, -0.13813, -3.00086], [5.99559, -2.28557, -6.97417], [7.37705, -0.34134, -6.25962], [-3.87454, -2.19279, 0.67561], [-2.26446, -2.86905, 0.20883], [-3.12965, -1.79018, -0.92629], [-3.09024, -1.05780, 3.03051], [-1.59889, -0.09382, 3.23042], [-1.49653, -1.85051, 2.86950], [-4.30524, 0.35856, 0.38578], [-3.05671, 1.61460, 0.20677], [-3.61320, 1.15733, 1.82807], [3.58469, -2.33846, 1.80219], [3.52162, -0.71954, 1.03358], [3.33691, -2.17510, 0.03370], [1.24741, -2.39138, 3.59170], [0.35789, -0.84939, 3.39065], [2.12891, -0.83519, 3.40385], [1.41093, -4.05722, 1.44791], [0.74674, -3.54174, -0.13051], [-0.29226, -3.49604, 1.32551], [-0.26674, 2.47966, -4.00488], [0.72235, 0.97973, -3.87080], [1.04111, 2.33970, -2.77453], [-1.91479, 3.22058, -2.68051], [-1.77700, 3.09362, -0.90035], [-3.07122, 2.19614, -1.77957], [-1.97344, 0.19631, -4.04263], [-2.84348, -0.29413, -2.54745], [-1.30345, -1.09203, -2.99699], [2.68053, -0.30556, -2.10649], [2.22709, -1.57586, -2.60986], [2.85868, -2.14516, -3.71295], [3.93712, -1.49146, -4.31397], [4.42285, -0.27678, -3.80524], [3.83480, 0.28947, -2.69572], [2.09973, 0.36081, -1.15633], [-0.85731, -0.83850, 0.17927], [1.36801, -2.04927, -2.12504], [2.48896, -3.09381, -4.10724], [4.43253, -1.93398, -5.18235], [5.26723, 0.22647, -4.29304], [4.18185, 1.22053, -2.24674], [0.80224, 2.01386, 1.48237], [-0.59464, 2.94779, 1.81020], [-1.34542, 2.86067, 2.91900], [-2.33023, 3.92821, 3.01558], [-2.05167, 4.77654, 1.78827], [-1.03329, 3.99922, 1.07863], [-1.13299, 2.19635, 3.66092], [-2.22770, 4.49196, 3.94950], [-3.33294, 3.49505, 2.97999], [-1.67830, 5.76417, 2.08191], [-2.93217, 4.89406, 1.15419], [-0.46822, 4.37819, 0.32833]], "e_above_lowest_kcal_mol": 36.92, "charge": 3, "spin_multiplicity": 5, "e_tot_ev": -96459.4507, "homo_lumo_gap_ev": [6.609, 3.460]}

[4]
{"formula": "C4H10O", "method": "ωB97M-V/def2-TZVPD", "elements": ["C", "C", "C", "C", "O", "H", "H", "H", "H", "H", "H", "H", "H", "H", "H"], "coordinates": [[-1.27855, -1.63193, 1.12413], [-0.98057, -0.39421, 0.33677], [-1.20861, -0.24174, -0.96904], [2.16429, 1.30672, -0.63764], [-0.44361, 0.57006, 1.13939], [-1.65147, -2.42764, 0.47604], [-0.37317, -1.97862, 1.63348], [-2.02683, -1.41781, 1.89491], [-1.64268, -1.04759, -1.54906], [-0.98118, 0.68577, -1.49001], [2.05312, 0.79301, 0.32017], [1.72113, 0.69451, -1.42706], [1.65894, 2.27749, -0.59919], [3.22347, 1.47021, -0.84801], [-0.23428, 1.34176, 0.59514]], "e_above_lowest_kcal_mol": 17.40, "smiles": "C=C(C)O.C", "e_tot_ev": -6357.0482, "homo_lumo_gap_ev": 9.782}